No. 1
{
  "formula": "C4H10O3S",
  "method": "ωB97M-V/def2-TZVPD",
  "elements": ["O", "C", "O", "C", "C", "C", "S", "H", "H", "H", "H", "H", "H", "H", "H", "H", "H", "O"],
  "coordinates": [[0.664, -1.464, 1.315], [0.582, -0.271, 1.410], [0.004, 0.263, 2.521], [1.012, 0.801, 0.453], [0.391, 0.565, -0.952], [0.914, -0.718, -1.657], [0.355, -0.881, -3.350], [-0.478, -0.450, 2.965], [0.719, 1.798, 0.792], [2.099, 0.863, 0.367], [0.603, 1.472, -1.525], [-0.699, 0.616, -0.838], [1.998, -0.726, -1.692], [0.563, -1.486, -0.993], [-0.884, -1.338, -3.149], [-2.485, 0.382, 2.169], [-2.334, 0.130, 0.770], [-3.025, 0.443, 1.392]],
  "forces_ev_per_angstrom": [[0.1, -0.1, -0.7], [-0.1, 0.2, 1.1], [-0.5, 0.5, -0.2], [0.1, 0.2, -0.8], [0.6, 0.6, 0.0], [-1.1, 1.3, 1.0], [0.1, -0.1, -0.5], [0.4, -0.2, 0.2], [-0.2, -0.4, 0.2], [0.0, -0.4, 0.1], [0.2, -0.2, -0.2], [0.0, -0.6, -0.2], [0.1, 0.0, 0.1], [0.2, -1.0, -0.2], [-0.1, 0.0, 0.2], [0.0, 0.3, 1.2], [-0.9, 0.3, -0.1], [0.9, -0.5, -1.1]],
  "total_energy_ha": -782.31999,
  "molar_mass_g_mol": 138.188,
  "gap_ev": 9.639,
  "de_lowest_ev": 0.3757,
  "smiles": "O=C(O)CCCS.O",
  "e_homo_ev": -9.2
}

***

No. 2
{
  "formula": "C3H2FO6P",
  "method": "ωB97M-V/def2-TZVPD",
  "elements": ["C", "C", "C", "O", "O", "O", "O", "O", "O", "F", "P", "H", "H"],
  "coordinates": [[0.430, -1.175, 0.169], [0.887, 0.234, -0.154], [-0.067, 1.252, 0.371], [1.228, -2.012, 0.436], [-3.259, -0.657, 0.034], [-0.890, -1.435, 0.122], [-1.023, 0.994, 1.054], [-1.254, 0.368, -1.416], [2.129, 0.342, 0.404], [0.349, 2.439, 0.274], [-1.947, -0.302, -0.335], [0.821, 0.399, -1.192], [2.597, -0.447, 0.233]],
  "forces_ev_per_angstrom": [[-0.5, -0.2, -0.4], [0.0, -1.0, 0.3], [1.4, -1.1, 1.6], [0.0, -0.4, 0.1], [-2.6, 0.0, 0.8], [-0.3, -0.8, 0.7], [-2.1, 0.0, 0.2], [-1.0, 1.4, -1.6], [0.2, 2.9, 0.6], [0.5, 1.9, -0.4], [3.1, -1.0, -0.1], [0.6, -0.1, -1.6], [0.8, -1.6, -0.2]],
  "total_energy_ha": -1008.22840,
  "molar_mass_g_mol": 184.015,
  "gap_ev": 11.020,
  "de_lowest_ev": 0.0000,
  "e_homo_ev": -11.8
}

***

No. 3
{
  "formula": "C25H37BrClFI3N4O4S",
  "method": "ωB97M-V/def2-TZVPD",
  "elements": ["C", "C", "I", "C", "I", "N", "C", "F", "C", "C", "O", "I", "C", "C", "C", "C", "O", "N", "C", "C", "C", "C", "C", "C", "C", "C", "S", "C", "Cl", "Br", "H", "H", "H", "H", "H", "H", "H", "H", "H", "H", "H", "H", "H", "H", "H", "H", "H", "H", "H", "H", "H", "H", "H", "C", "C", "O", "N", "C", "H", "H", "H", "H", "H", "H", "H", "C", "C", "O", "N", "C", "H", "H", "H", "H", "H", "H", "H"],
  "coordinates": [[-0.109, 0.165, 3.712], [-1.478, 0.369, 3.046], [-2.749, 1.265, 4.531], [-2.135, -0.943, 2.498], [-1.031, -2.761, 2.853], [-2.579, -0.766, 1.069], [-3.473, -1.809, 0.460], [-4.396, -0.971, -0.212], [-4.380, -2.614, 1.382], [-5.537, -1.812, 2.007], [-5.466, -1.377, 3.124], [-7.381, -1.460, 0.934], [-2.839, -2.548, -0.735], [-2.325, -3.965, -0.459], [-2.268, -4.867, -1.729], [-1.056, -5.793, -1.573], [-1.116, -6.665, -0.730], [0.110, -5.676, -2.395], [1.172, -4.921, -1.780], [1.303, -4.824, -0.414], [2.324, -4.046, 0.072], [3.198, -3.398, -0.751], [3.091, -3.526, -2.111], [2.068, -4.290, -2.601], [-1.812, -1.452, -1.234], [-0.534, -2.099, -1.809], [-2.489, -0.552, -2.698], [-1.602, -0.407, 0.003], [0.135, -0.432, 0.367], [-1.918, 1.381, -0.741], [-0.195, -0.410, 4.634], [0.229, 1.160, 4.013], [0.643, -0.225, 3.027], [-1.323, 1.097, 2.248], [-3.050, -1.066, 3.077], [-3.188, 0.068, 1.124], [-3.857, -3.104, 2.207], [-4.822, -3.420, 0.791], [-3.577, -2.631, -1.532], [-3.008, -4.470, 0.229], [-1.357, -3.986, 0.042], [-2.284, -4.290, -2.658], [-3.146, -5.514, -1.761], [-0.175, -5.162, -3.225], [0.619, -5.309, 0.267], [2.425, -3.933, 1.147], [3.991, -2.781, -0.346], [3.792, -3.038, -2.773], [1.959, -4.408, -3.676], [-0.859, -2.758, -2.616], [-0.031, -2.738, -1.084], [0.157, -1.387, -2.257], [-1.646, -0.870, -3.705], [2.078, 4.501, 3.741], [0.764, 3.933, 3.268], [0.038, 3.274, 4.008], [0.402, 4.174, 1.987], [1.129, 4.926, 0.973], [2.227, 4.226, 4.781], [2.901, 4.096, 3.150], [2.071, 5.588, 3.666], [-0.487, 3.769, 1.737], [0.505, 5.758, 0.640], [1.330, 4.274, 0.125], [2.068, 5.310, 1.349], [2.812, 6.929, -1.921], [3.761, 5.783, -1.666], [3.612, 5.013, -0.725], [4.800, 5.627, -2.521], [5.139, 6.431, -3.682], [2.038, 6.924, -1.159], [3.342, 7.880, -1.872], [2.339, 6.821, -2.898], [5.394, 4.845, -2.292], [5.142, 5.797, -4.569], [6.137, 6.850, -3.549], [4.432, 7.240, -3.827]],
  "forces_ev_per_angstrom": [[-0.1, 0.8, 0.3], [1.0, -0.6, 0.1], [-0.2, -0.1, -0.4], [0.4, 0.3, 1.1], [-0.2, 0.2, -0.2], [0.0, 0.3, 0.3], [-2.7, -0.6, -1.4], [0.4, 0.5, 0.1], [-0.2, -0.4, 0.4], [-0.2, 0.8, 1.3], [0.3, -0.5, -1.2], [0.5, -0.3, 0.1], [1.3, 0.7, 0.7], [0.1, -0.3, -0.1], [0.2, 0.1, -0.1], [-0.2, -1.7, 0.3], [0.2, 0.9, -0.3], [-1.1, 1.3, 0.3], [-0.7, -1.1, -0.1], [-0.2, -0.1, 0.3], [-0.1, 0.1, 1.3], [1.2, 0.9, 0.3], [0.1, 0.2, -0.2], [0.0, 0.0, -1.6], [0.3, -0.4, -1.1], [-0.2, -0.5, 0.3], [-1.1, -0.6, -0.8], [1.7, -0.1, -3.2], [-0.5, 0.0, 1.0], [-0.1, 0.7, 2.0], [0.1, -0.3, -0.2], [0.0, -0.1, 0.0], [-0.2, -0.3, 0.1], [-0.3, 0.0, 0.0], [-0.1, -0.4, -0.4], [0.0, -0.1, 0.0], [0.1, 0.2, -0.1], [0.1, 0.2, -0.2], [-0.4, 0.2, 0.5], [0.1, 0.1, 0.0], [-0.1, 0.2, 0.0], [0.2, 0.0, 0.1], [0.0, 0.0, 0.0], [0.3, -0.2, -0.1], [0.0, -0.2, -0.1], [0.0, 0.0, 0.0], [0.0, -0.1, 0.1], [0.0, 0.0, 0.0], [0.0, 0.0, 0.0], [0.0, 0.1, 0.1], [0.2, 0.3, 0.0], [0.0, 0.1, 0.3], [0.1, -0.3, 0.6], [0.0, -0.1, 0.1], [-0.1, 0.0, 0.1], [0.1, 0.0, -0.1], [0.2, 0.0, 0.2], [-0.6, -0.3, 0.0], [-0.1, 0.0, 0.0], [0.0, 0.1, -0.1], [0.1, 0.0, -0.1], [0.0, 0.1, 0.0], [0.1, 0.1, 0.0], [0.2, 0.1, -0.1], [0.0, -0.1, 0.0], [0.0, 0.0, 0.0], [0.1, -0.2, 0.1], [0.0, 0.1, -0.1], [-0.2, 0.2, 0.0], [0.3, -0.4, 0.2], [0.0, -0.1, 0.0], [-0.1, 0.0, -0.1], [0.0, 0.1, 0.0], [0.0, 0.0, 0.0], [0.0, 0.1, -0.1], [0.0, 0.1, -0.1], [0.0, 0.0, 0.0]],
  "charge": 1,
  "total_energy_ha": -5919.85487,
  "molar_mass_g_mol": 1004.729,
  "gap_ev": 7.897,
  "e_homo_ev": -11.1
}

***

No. 4
{
  "formula": "C4H3O3S",
  "method": "ωB97M-V/def2-TZVPD",
  "elements": ["C", "C", "C", "C", "O", "O", "O", "S", "H", "H", "H"],
  "coordinates": [[0.037, 0.371, -0.040], [0.790, -0.825, 0.073], [-1.200, -0.011, -0.460], [-0.038, -1.855, -0.285], [0.526, -4.359, 1.214], [-0.844, -4.724, -0.789], [-1.248, -1.352, -0.608], [0.386, -4.139, -0.234], [0.364, 1.376, 0.168], [1.814, -0.908, 0.387], [-2.096, 0.548, -0.668]],
  "forces_ev_per_angstrom": [[-0.5, 0.2, -0.1], [0.0, -0.4, -0.1], [0.2, 0.7, 0.2], [1.0, -1.9, 0.3], [0.0, 0.2, -0.3], [0.2, 0.3, 0.0], [-0.4, 0.0, -0.2], [-0.4, 0.9, 0.2], [0.0, 0.1, 0.0], [0.1, -0.1, 0.0], [-0.1, -0.1, 0.0]],
  "charge": -1,
  "total_energy_ha": -778.12001,
  "molar_mass_g_mol": 131.132,
  "gap_ev": 7.768,
  "de_lowest_ev": 1.8232,
  "e_homo_ev": -3.8
}

***

No. 5
{
  "formula": "C3H4AgBBr2F4O3",
  "method": "ωB97M-V/def2-TZVPD",
  "elements": ["Ag", "C", "O", "O", "O", "B", "F", "F", "F", "F", "Br", "C", "C", "Br", "H", "H", "H", "H"],
  "coordinates": [[-0.844, -0.428, 1.298], [-1.852, 1.334, 2.998], [-1.080, 1.862, 2.081], [-2.940, 1.872, 3.354], [-1.377, 0.246, 3.556], [2.661, 0.279, 1.154], [3.319, -0.910, 0.727], [3.377, 1.399, 0.749], [1.366, 0.330, 0.508], [2.427, 0.188, 2.510], [0.019, -2.553, -1.131], [0.088, -0.984, -2.281], [-1.305, -0.504, -2.746], [-2.251, 0.119, -1.160], [0.727, -1.145, -3.148], [0.548, -0.157, -1.740], [-1.857, -1.253, -3.306], [-1.026, 0.305, -3.422]],
  "forces_ev_per_angstrom": [[0.3, 1.0, 1.2], [0.5, 0.9, 0.0], [-0.6, -0.3, -0.8], [0.0, -0.2, 0.1], [-0.6, -1.3, -0.4], [-0.8, -0.6, -0.2], [0.1, 0.2, -0.2], [0.3, 0.1, 0.1], [0.3, -0.2, -0.5], [0.4, 0.2, 0.3], [0.2, 0.3, -0.3], [-0.6, 0.6, -0.3], [1.5, -0.3, 0.5], [-0.3, 0.1, -0.7], [-0.1, -0.6, 0.0], [0.0, -0.3, 0.5], [-0.2, -0.1, 0.3], [-0.6, 0.4, 0.2]],
  "charge": -2,
  "total_energy_ha": -6061.98929,
  "molar_mass_g_mol": 442.542,
  "gap_ev": 3.667,
  "de_lowest_ev": 0.9466,
  "e_homo_ev": 0.6
}

***

No. 6
{
  "formula": "C6H8O3",
  "method": "ωB97M-V/def2-TZVPD",
  "elements": ["C", "C", "C", "C", "C", "C", "O", "O", "O", "H", "H", "H", "H", "H", "H", "H", "H"],
  "coordinates": [[2.918, 0.044, 0.276], [0.590, 1.289, 0.513], [1.887, 0.662, 0.460], [-1.025, -0.196, -0.652], [-0.474, -1.448, 0.073], [-2.363, 0.269, -0.137], [4.120, -0.586, 0.065], [-0.137, 0.917, -0.662], [-1.058, -2.068, 0.928], [0.017, 0.975, 1.419], [0.607, 2.478, 0.593], [0.541, -1.718, -0.458], [-1.187, -0.562, -1.601], [-2.245, 0.920, 0.793], [-3.023, -0.622, 0.080], [-3.033, 0.793, -0.921], [3.864, -1.146, -0.767]],
  "forces_ev_per_angstrom": [[0.2, 0.5, 0.3], [-1.7, 1.5, 0.7], [2.5, -1.1, -0.2], [-0.4, 1.1, 3.4], [0.6, 0.2, -0.8], [-2.4, 0.1, 0.4], [-3.1, -0.5, -2.0], [0.5, 0.2, -1.0], [0.9, 0.4, -0.8], [0.4, 0.1, -0.4], [0.2, -2.5, -0.5], [-1.3, -0.2, 1.3], [0.2, -0.4, -2.6], [-0.4, -0.9, -1.3], [0.9, 0.8, 0.3], [1.6, -0.3, 1.1], [1.2, 1.2, 2.1]],
  "total_energy_ha": -458.98763,
  "molar_mass_g_mol": 128.127,
  "gap_ev": 9.843,
  "de_lowest_ev": 4.4236,
  "smiles": "C[C@H](C=O)OCC#CO",
  "e_homo_ev": -9.5
}

***

- What is the formula in the fourth record?
  C4H3O3S